[1]
Formula: C11H18BF4NRhTe
Source: the OMol25 dataset
Level of theory: ωB97M-V/def2-TZVPD

The value obtained for the HOMO-LUMO gap (alpha / beta) is 7.73 / 5.94 eV. The calculation puts the energy above the lowest of the compared OMol25 structures with the same formula, charge and spin at 0.0 kcal/mol. As for the HOMO energy (alpha / beta): -0.414 / -0.457 Ha. The LUMO energy (alpha / beta) is -3.5219 / -6.4844 eV. The expectation value of S² is 6.019. Its maximum force is 0.0368 hartree/bohr. The calculated total energy is -35032.35741 eV.

Geometry as ORCA input:
```
! wB97M-V def2-TZVPD RIJCOSX def2/J DEFGRID3
* xyz 1 5
Rh 0.247 0.095 0.043
C -1.946 -1.704 -0.588
N -1.523 -1.269 0.734
C -2.557 -0.528 1.433
C -0.937 -2.362 1.499
C 0.527 -2.578 1.177
C 1.109 -3.815 1.420
C 2.465 -3.997 1.215
C 3.252 -2.958 0.736
C 2.677 -1.729 0.464
C 1.312 -1.528 0.673
H -2.764 -2.431 -0.510
H -1.105 -2.180 -1.105
H -2.305 -0.855 -1.173
H -3.399 -1.180 1.694
H -2.933 0.274 0.799
H -2.161 -0.084 2.347
H -1.486 -3.294 1.309
H -1.010 -2.130 2.566
H 0.506 -4.632 1.788
H 2.907 -4.960 1.417
H 4.305 -3.117 0.567
H 3.292 -0.925 0.080
C 3.515 2.259 -0.329
Te 1.701 1.890 -1.415
C 2.229 3.240 -3.056
H 4.370 1.896 -0.892
H 3.442 1.744 0.627
H 3.624 3.328 -0.163
H 2.409 4.251 -2.696
H 1.402 3.232 -3.762
H 3.126 2.823 -3.511
F -1.255 1.230 -1.483
B -1.445 2.420 -0.688
F -0.907 2.020 0.594
F -0.588 3.370 -1.217
F -2.722 2.762 -0.600
*
```


[2]
Formula: C2H4F2N4O3
Source: the OMol25 dataset
Level of theory: ωB97M-V/def2-TZVPD

The value obtained for the HOMO-LUMO gap is 9.99 eV. The calculation puts the energy above the lowest of the compared OMol25 structures with the same formula, charge and spin at 55.5 kcal/mol. As for the HOMO energy: -0.370 Ha. The LUMO energy is -0.0725 eV. Its maximum force is 0.0862 hartree/bohr. The calculated total energy is -19666.94706 eV.

Geometry as ORCA input:
```
! wB97M-V def2-TZVPD RIJCOSX def2/J DEFGRID3
* xyz 0 1
C -1.298 0.337 0.223
C 1.669 0.718 -1.011
N -2.450 -0.008 0.688
N -0.316 -0.493 -0.131
N 2.556 0.985 -0.245
N -0.469 -1.783 -0.041
O -1.025 1.674 0.153
O -1.524 -2.304 0.448
O 0.390 -2.430 -0.569
F 3.924 0.191 -0.164
F 2.579 1.696 0.916
H 1.893 0.063 -1.872
H -0.141 1.907 -0.186
H -2.642 -1.151 0.780
H -3.146 0.601 1.010
*
```


[3]
Formula: C3H7NO
Source: the OMol25 dataset
Level of theory: ωB97M-V/def2-TZVPD

The value obtained for the HOMO-LUMO gap is 7.51 eV. The calculation puts the energy above the lowest of the compared OMol25 structures with the same formula, charge and spin at 83.7 kcal/mol. As for the HOMO energy: -0.241 Ha. The LUMO energy is 0.9567 eV. Its maximum force is 0.0065 hartree/bohr. The calculated total energy is -6759.11955 eV.

Geometry as ORCA input:
```
! wB97M-V def2-TZVPD RIJCOSX def2/J DEFGRID3
* xyz 0 1
C -0.957 -0.456 1.574
C 0.822 1.302 -0.510
N 0.200 0.263 -1.080
C -0.909 -0.378 -0.749
O -1.580 -0.004 0.372
H -0.012 0.067 1.761
H -0.762 -1.534 1.524
H -1.653 -0.249 2.390
H 1.712 1.679 -0.988
H 0.318 1.832 0.283
H 0.658 -0.124 -1.898
H -1.241 -1.227 -1.331
*
```


> The highest calculated total energy belongs to which entry?

C3H7NO


> Which of these has the lowest calculated total energy?

C11H18BF4NRhTe